No. 1
12
Properties=species:S:1:pos:R:3:forces:R:3 method="wB97M-V/def2-TZVPD" de_lowest_kj_mol=551.22 gap_ev="8.92 / 8.89" charge=0
C -1.3807 0.5060 1.0613 -0.809 -0.226 0.651
C 1.4757 -0.5448 -1.0733 -0.821 1.394 -0.941
N -0.2179 -0.2212 0.5403 -0.102 0.718 -1.355
N 0.2118 0.1242 -0.6902 -0.623 -0.125 2.262
O 0.3832 -1.1039 1.2149 -0.387 0.143 -0.187
O -0.2855 1.1169 -1.2814 0.190 -0.476 -0.353
H -2.2793 -0.1033 1.1523 0.325 -0.716 -0.267
H -1.7094 1.3395 0.4728 0.595 0.365 -0.483
H -1.1898 0.8155 2.0777 0.547 0.113 0.178
H 1.8053 0.2000 -1.8889 0.181 -1.554 1.401
H 1.1807 -1.5323 -1.4971 0.684 0.594 0.438
H 2.0058 -0.5966 -0.0884 0.221 -0.229 -1.343


No. 2
128
Properties=species:S:1:pos:R:3:forces:R:3 method="wB97M-V/def2-TZVPD" de_lowest_kj_mol=156.82 gap_ev=10.80 charge=0
Cl -5.3747 7.8028 3.9804 0.166 -1.211 -0.884
C -5.4290 6.2404 2.9799 1.029 0.664 0.975
C -4.4709 6.2166 1.8470 3.636 1.400 -0.678
Cl -4.3047 4.6003 1.1518 -0.275 -0.697 -0.207
H -6.4240 6.1261 2.6842 -1.533 -0.123 -0.447
H -5.1242 5.3979 3.5918 -0.240 0.172 0.584
H -3.3989 6.4269 2.1873 -1.532 -0.228 0.165
H -4.5001 6.8885 0.9793 -1.089 0.054 0.488
Cl 0.5539 -3.9704 -5.9588 -0.402 0.105 -0.152
C 2.1535 -4.6842 -5.7826 0.765 -1.059 -0.761
C 2.1832 -5.6815 -4.6599 0.547 3.245 1.324
Cl 3.8297 -6.2563 -4.5063 0.520 -0.401 0.179
H 2.8517 -3.9175 -5.4684 -0.013 0.229 -0.649
H 2.4412 -5.2121 -6.7278 -0.198 0.915 0.633
H 1.5080 -6.4381 -4.7464 -1.626 -2.337 -0.385
H 1.9200 -5.0796 -3.7628 0.274 -0.751 -0.254
Cl 1.9462 2.8238 3.2734 -0.240 -0.285 -0.556
C 1.0640 3.6236 4.6194 -0.263 -0.973 -1.008
C -0.3826 3.9404 4.3963 0.831 0.732 1.000
Cl -0.5615 5.2244 3.1676 -0.328 -0.430 0.006
H 1.6085 4.5079 4.7137 0.838 1.341 0.800
H 1.1662 2.9123 5.4092 0.053 -0.020 0.819
H -0.7038 4.3382 5.3673 -0.155 0.217 -0.315
H -0.9522 3.0603 4.2525 -0.780 -0.661 -0.894
Cl 0.0928 0.7003 6.5962 0.008 0.220 -0.383
C 0.8235 -0.4686 5.4242 -0.725 1.068 -0.406
C -0.2169 -1.4254 4.9231 0.807 -0.654 -0.072
Cl -0.8799 -2.4729 6.1709 -0.323 -0.365 0.847
H 1.5764 -0.9067 6.0061 0.946 -1.105 0.646
H 1.3389 0.0529 4.6002 -0.598 0.085 0.245
H 0.2784 -2.1330 4.2671 -0.012 0.226 -0.535
H -1.0666 -0.9701 4.4597 -0.141 0.492 -0.474
Cl -5.2048 -3.3350 3.3335 1.407 0.164 -0.227
C -3.4251 -3.6015 2.8616 0.143 -0.305 1.282
C -3.0391 -2.9639 1.5753 -0.176 0.830 -0.137
Cl -3.8430 -3.7859 0.2625 -0.358 -0.338 -1.012
H -3.3733 -4.6825 2.7073 0.098 0.174 0.341
H -2.7159 -3.2979 3.6914 -1.188 -0.224 -0.709
H -1.9812 -2.9932 1.3926 0.557 -0.554 0.201
H -3.2624 -1.9109 1.4853 -0.519 0.340 0.313
Cl 2.6109 -3.8398 3.3764 0.432 0.142 0.199
C 3.8332 -3.6367 2.0706 -1.631 -0.860 -0.512
C 4.8291 -2.5931 2.2815 1.450 -0.090 0.729
Cl 4.1440 -0.9636 2.2343 -0.219 0.255 0.485
H 3.2490 -3.4396 1.1898 -0.265 0.170 -0.471
H 4.2945 -4.5994 1.9273 0.329 -0.333 0.141
H 5.5285 -2.6246 1.4351 0.028 -0.123 0.411
H 5.3382 -2.8394 3.2473 -0.148 0.894 -0.770
Cl -6.7250 1.9377 6.4944 0.725 -0.313 -0.845
C -5.8642 0.8497 5.3040 -0.143 -0.917 0.166
C -4.3511 1.0090 5.1466 -0.343 0.451 1.848
Cl -3.9445 2.4654 4.1620 0.013 -0.429 0.282
H -6.3047 0.9369 4.2961 -0.184 0.143 0.657
H -6.0588 -0.1841 5.6928 0.183 0.919 -0.411
H -4.0400 0.1101 4.6290 0.373 0.041 -0.293
H -3.8297 1.0671 6.1604 -0.604 0.068 -1.496
Cl 7.1204 0.5005 -1.2649 -0.576 0.376 0.264
C 5.7941 1.0631 -0.1510 1.588 0.318 1.522
C 4.4755 1.2418 -0.7846 1.319 0.657 -1.629
Cl 3.9163 -0.2490 -1.5359 -0.470 -0.034 -0.222
H 6.0718 2.0700 0.2605 0.118 -0.936 -0.421
H 5.7934 0.3497 0.6876 -0.047 0.270 -0.505
H 4.6373 2.0653 -1.5196 -0.790 -0.777 0.106
H 3.8134 1.5564 -0.0279 -1.109 0.300 0.747
Cl -7.7370 0.1479 1.7589 -0.045 0.383 -0.643
C -7.6781 1.2750 0.3165 1.455 -0.377 1.335
C -6.4943 2.2438 0.4829 -0.145 -1.475 -0.501
Cl -5.0020 1.4107 -0.1248 -0.164 0.269 -0.007
H -8.5907 1.8040 0.2983 -1.056 0.528 0.047
H -7.5745 0.6459 -0.5527 0.034 -0.041 -0.242
H -6.2227 2.4383 1.5064 -0.444 0.341 0.313
H -6.6856 3.1421 -0.0878 0.274 0.209 -0.098
Cl -1.7078 -0.8648 -2.7720 0.504 0.016 -0.486
C -0.5459 -0.8700 -4.2008 0.188 -0.684 1.567
C 0.9254 -0.7832 -3.7217 -1.872 0.742 0.318
Cl 1.5704 -2.1702 -2.8711 -0.108 -0.944 0.138
H -0.8491 -0.0234 -4.8098 0.259 0.015 -0.031
H -0.7188 -1.8261 -4.6897 -0.039 0.199 -0.140
H 1.0569 0.0283 -3.0114 -0.020 0.337 -0.345
H 1.4699 -0.6367 -4.6114 1.082 0.250 -0.899
Cl 6.7746 -3.9600 -2.5020 -0.130 0.312 -0.359
C 5.7888 -2.7713 -3.4100 -0.551 -0.143 -0.281
C 5.8864 -2.9415 -4.9167 3.404 -1.307 -0.353
Cl 4.6103 -2.1231 -5.7913 0.018 0.735 -0.120
H 6.0963 -1.7680 -3.1445 0.270 0.090 0.178
H 4.7694 -2.8649 -3.1006 -0.628 -0.321 0.385
H 5.8863 -3.9826 -5.3383 -0.217 0.763 1.070
H 6.9844 -2.5953 -5.1179 -2.123 -0.070 -0.489
Cl -2.6837 2.5814 -4.2706 -0.115 0.347 0.163
C -3.9480 2.5796 -2.9961 -0.767 -1.508 -0.279
C -4.9766 3.6838 -3.0907 0.343 0.204 1.173
Cl -6.3194 3.4351 -4.2119 0.016 -0.217 -0.300
H -3.4823 2.6241 -2.0040 0.106 0.002 -0.487
H -4.4559 1.5921 -3.1197 0.488 0.749 0.371
H -4.4490 4.5931 -3.3828 -0.391 0.170 0.262
H -5.4387 3.7454 -2.0674 0.525 0.298 -0.996
Cl -1.4694 0.7131 2.1610 0.064 0.454 0.524
C -0.9315 0.1348 0.5874 -2.297 1.411 -1.468
C 0.3961 -0.3998 0.5104 2.203 -1.441 -0.344
Cl 0.5154 -2.0332 1.3127 -0.002 0.348 -0.136
H -1.0635 0.9435 -0.2161 0.182 -0.938 1.328
H -1.6380 -0.6490 0.3554 -0.204 -0.123 -0.395
H 1.1852 0.1809 0.9710 0.011 0.292 -0.015
H 0.6227 -0.5868 -0.5478 0.120 0.049 0.304
Cl -0.5262 -5.4865 2.0501 -0.074 0.054 0.138
C 0.9636 -5.7945 1.1247 0.209 -0.377 1.011
C 0.6149 -6.1919 -0.2504 0.059 -0.833 -0.379
Cl 2.1815 -6.2497 -1.1883 -0.938 0.137 0.177
H 1.5008 -6.5848 1.6374 0.020 -0.113 0.100
H 1.5839 -4.9305 1.1556 0.136 0.810 -0.009
H -0.1583 -5.5422 -0.6357 0.345 0.406 -0.718
H 0.1963 -7.1955 -0.2212 0.143 -0.090 -0.325
Cl 4.9192 2.7794 -4.5895 -0.492 0.807 -0.226
C 5.5039 1.1411 -4.8574 0.303 0.236 0.280
C 6.8850 1.1525 -5.4357 1.149 0.502 0.992
Cl 6.9982 1.5847 -7.1357 -0.385 0.246 -0.699
H 4.8865 0.6029 -5.5361 -0.898 -0.206 -0.308
H 5.4254 0.7382 -3.8510 0.490 -0.627 -0.187
H 7.3246 0.1660 -5.3903 0.115 -0.241 0.343
H 7.5230 1.8967 -4.9177 -0.310 -0.688 -0.076
Cl 0.8258 6.2071 -1.6617 0.072 0.101 -0.123
C -0.4767 4.9989 -1.4673 1.564 -0.567 0.236
C 0.0552 3.7374 -0.7595 0.479 0.522 -0.603
Cl 0.9874 2.7271 -1.9817 -0.505 0.302 0.750
H -0.7447 4.6491 -2.4597 -0.424 0.358 -0.064
H -1.2653 5.5228 -0.9463 -0.294 -0.323 0.175
H -0.8136 3.2283 -0.4395 -0.900 -1.131 0.114
H 0.7004 3.8012 0.1210 -0.032 0.648 -0.342


No. 3
21
Properties=species:S:1:pos:R:3:forces:R:3 method="wB97M-V/def2-TZVPD" smiles="CCCC[C@H](N)C=O" de_lowest_kj_mol=132.78 gap_ev=10.04 charge=0
O -0.2842 0.9708 2.8638 -0.027 0.063 0.067
C 0.6125 0.5862 2.1666 -0.095 -0.115 0.143
C 0.6385 0.6013 0.6659 0.517 -0.192 -0.827
C 0.2508 -0.8080 0.1748 -0.220 -0.067 0.378
C 0.1456 -0.9172 -1.3378 0.258 0.697 -0.103
C -1.0414 -0.1413 -1.9338 -0.301 -0.314 -0.290
C -2.2548 -1.0338 -2.2669 -0.592 0.101 0.071
N 1.9650 1.0192 0.2558 -0.060 0.129 0.392
H 1.5295 0.1187 2.5937 -0.052 0.125 0.130
H -0.0611 1.3219 0.2542 -0.203 0.164 0.282
H 1.0070 -1.4983 0.5557 0.063 -0.140 -0.018
H -0.6910 -1.0816 0.6676 0.005 -0.036 -0.137
H 1.0803 -0.5131 -1.7441 -0.060 -0.083 -0.009
H 0.0996 -1.9544 -1.6598 -0.017 -0.157 0.071
H -0.7233 0.3501 -2.8555 0.036 0.067 0.099
H -1.3834 0.6474 -1.2599 0.219 0.017 -0.002
H -2.5296 -0.9934 -3.3227 0.271 -0.100 -0.051
H -3.1735 -0.7056 -1.7597 0.325 -0.132 0.118
H -2.0843 -2.0823 -2.0041 -0.026 0.135 -0.019
H 2.7477 0.4163 0.4283 -0.010 -0.098 -0.182
H 2.0815 1.7232 -0.4436 -0.032 -0.064 -0.112


No. 4
61
Properties=species:S:1:pos:R:3:forces:R:3 method="wB97M-V/def2-TZVPD" gap_ev="6.96 / 6.96" charge=+1
O 0.3365 0.1850 -4.8091 0.767 0.559 -1.353
H 0.5011 0.6259 -5.6613 0.241 -0.416 0.421
Bi 0.9230 0.1699 -0.7503 -0.606 -0.842 -0.876
N 1.1380 -1.8455 -2.4346 -0.535 -1.604 -1.111
N -0.8243 -1.8773 -0.9459 -1.166 -2.733 -0.525
N 0.4278 2.5943 -1.0277 -0.873 3.129 0.644
N -1.0092 1.0164 0.2225 -2.055 2.304 0.963
O 1.8391 -1.8327 -3.6573 0.552 0.469 -0.348
O 1.2419 3.3418 -1.7453 -0.317 -1.247 0.463
O -1.6987 0.1505 1.0330 0.256 -0.200 -0.183
O -1.9984 -1.8438 -0.3529 0.792 0.350 0.039
C -0.5166 -3.0883 -1.4767 -0.710 2.476 2.532
C 0.7311 -3.0840 -2.1523 1.141 2.404 -1.489
C -0.5372 3.2283 -0.3366 2.560 -0.685 -1.770
C -1.3496 2.3144 0.3747 0.809 -3.681 0.461
C 1.4080 -4.2816 -2.7119 0.005 -0.646 -0.099
H 1.2393 -4.3891 -3.7939 0.108 0.162 0.310
H 1.0527 -5.1968 -2.2277 -0.009 0.221 -0.079
H 2.4884 -4.2250 -2.5285 -0.272 0.183 -0.242
C -1.3875 -4.2691 -1.3093 -0.270 -0.588 -0.052
H -2.4161 -4.0573 -1.6304 0.272 0.052 0.193
H -1.4222 -4.5978 -0.2584 -0.108 0.197 -0.213
H -1.0144 -5.1090 -1.9056 -0.129 0.189 0.131
C -0.6420 4.7070 -0.2448 -0.240 0.397 -0.185
C -2.3823 2.7298 1.3390 -0.751 0.347 0.127
H -0.1064 5.1905 -1.0691 -0.101 -0.233 0.234
H -0.2181 5.0779 0.7043 -0.104 -0.131 -0.274
H -1.6942 5.0167 -0.2814 0.265 0.016 0.031
H -3.1739 1.9792 1.4259 0.293 0.074 0.048
H -2.8310 3.6778 1.0211 0.127 -0.184 0.127
H -1.9430 2.8988 2.3362 -0.098 -0.122 -0.310
H 1.8155 2.1652 -2.3329 -0.037 0.167 -0.289
H -1.8629 -0.7123 0.3976 -0.411 -0.093 0.330
C -1.0519 0.2407 -4.5749 -0.967 -0.447 1.238
H -1.5990 0.9216 -5.2347 0.298 -0.013 0.198
H -1.1240 0.5477 -3.5222 -0.564 0.185 -0.278
H -1.5108 -0.7580 -4.6344 0.215 0.242 -0.185
O 1.9362 1.1290 -2.5223 0.163 0.030 -1.263
H 1.2515 -1.2858 -4.2590 0.777 -0.514 0.961
H 1.5379 0.9066 -3.4003 0.398 0.128 0.532
C 0.8815 -2.3177 1.9597 0.126 -0.398 -0.285
N 0.7245 -1.0879 2.7198 0.301 0.062 -0.553
C -0.2370 -1.0814 3.8009 -0.367 -0.129 0.034
C 0.1674 -0.0010 4.7650 -0.122 -0.161 0.845
C 0.2079 1.3270 4.0664 -0.351 0.320 0.164
N 1.0098 1.2195 2.8682 0.375 0.126 -0.665
C 1.5542 2.4688 2.3475 0.218 0.257 -0.016
C 1.2657 0.0483 2.2644 0.306 0.073 -0.574
O 2.0212 0.0194 1.1964 -0.555 0.069 1.525
H 1.9123 -2.4276 1.5989 -0.303 0.051 0.176
H 0.1951 -2.3599 1.0981 0.170 0.013 0.361
H 0.6406 -3.1571 2.6227 0.131 0.217 -0.195
H -1.2624 -0.9193 3.4239 0.349 -0.025 -0.025
H -0.2015 -2.0731 4.2549 -0.038 0.153 0.128
H 1.1565 -0.2308 5.1759 -0.104 0.011 -0.018
H -0.5365 0.0334 5.5978 0.052 0.051 -0.018
H 0.6665 2.0928 4.6956 -0.020 -0.065 0.055
H -0.8077 1.6796 3.8194 0.262 -0.155 -0.018
H 0.7515 3.2085 2.1974 0.154 -0.318 0.076
H 2.2687 2.8910 3.0703 -0.158 -0.123 -0.233
H 2.0670 2.3059 1.3940 -0.143 0.069 0.378